Entry 1:
This record from the Open Molecules 2025 dataset describes a cluster of 10 separate species, C12H47N3O10 in total in a non-equilibrium geometry. The level of theory is ωB97M-V/def2-TZVPD.

Geometry as XYZ:
```
72
C12H47N3O10 ωB97M-V/def2-TZVPD
C 0.087 -21.766 16.779
O 1.042 -22.433 15.994
C 1.719 -23.499 16.633
C 2.734 -24.092 15.582
C 3.973 -23.153 15.490
N 2.115 -24.286 14.274
H 0.119 -22.093 17.818
H -0.905 -22.092 16.464
H 0.115 -20.677 16.808
H 2.197 -23.140 17.544
H 1.001 -24.303 16.801
H 3.087 -25.080 15.877
H 4.759 -23.514 14.827
H 4.347 -22.869 16.473
H 3.657 -22.191 15.088
H 1.338 -24.868 14.553
H 1.569 -23.447 14.141
C 6.279 -19.644 8.604
O 5.673 -20.495 7.656
C 5.359 -21.785 8.247
C 3.892 -22.245 7.919
C 3.572 -22.506 6.442
N 2.961 -21.125 8.251
H 6.776 -18.769 8.184
H 7.047 -20.015 9.283
H 5.476 -19.205 9.195
H 6.172 -22.465 7.996
H 5.413 -21.686 9.331
H 3.535 -23.088 8.510
H 4.167 -23.236 5.893
H 3.946 -21.633 5.909
H 2.537 -22.749 6.202
H 2.697 -21.016 9.219
H 3.473 -20.284 8.025
C -2.152 -31.459 3.085
O -2.543 -30.504 4.083
C -1.389 -29.744 4.427
C -1.695 -28.903 5.705
C -1.320 -27.434 5.629
N -1.054 -29.595 6.841
H -2.931 -32.163 2.791
H -1.451 -32.199 3.470
H -1.707 -30.979 2.213
H -0.544 -30.426 4.519
H -1.077 -29.158 3.563
H -2.738 -28.932 6.018
H -0.358 -27.131 5.215
H -1.074 -27.130 6.646
H -2.206 -26.971 5.193
H -1.237 -30.584 6.753
H -0.062 -29.533 6.667
O -6.005 -23.253 9.384
H -5.425 -22.814 10.007
H -5.460 -23.399 8.611
O -1.034 -23.479 10.894
H -1.515 -23.204 10.113
H -0.960 -24.430 10.808
O -4.326 -23.178 13.116
H -3.458 -23.399 12.778
H -4.623 -23.976 13.553
O 1.235 -20.314 12.063
H 0.638 -21.054 11.950
H 1.169 -20.092 12.992
O -1.257 -27.670 11.442
H -1.820 -28.095 12.090
H -1.455 -28.120 10.620
O 2.855 -27.360 10.841
H 2.097 -27.890 11.087
H 2.757 -26.552 11.344
O -1.986 -20.683 7.139
H -1.037 -20.744 7.248
H -2.156 -19.746 7.036
```

Calculated values
SMILES	COC[C@H](C)N.COC[C@H](C)N.COC[C@H](C)N.O.O.O.O.O.O.O
Kohn-Sham gap	9.089	eV
relative energy (zero: lowest compared OMol25 entry of this formula, charge and spin)	330.5	kJ/mol
charge	0
total energy	-38148.0020	eV
E_HOMO	-9.1	eV



Entry 2:
This record from the Open Molecules 2025 dataset describes a cluster of 2 separate species, C2H7NS2 in total in a non-equilibrium geometry. The level of theory is ωB97M-V/def2-TZVPD.

Geometry as XYZ:
```
12
C2H7NS2 ωB97M-V/def2-TZVPD
C -2.485 -0.980 -0.164
N -2.158 -0.088 0.664
H -2.769 -0.632 -1.158
H -2.390 -2.066 -0.102
H -1.854 -0.493 1.555
C 1.565 1.476 -0.719
S 1.444 -0.328 -0.564
S 1.697 -0.634 1.541
H 1.963 1.943 0.178
H 2.226 1.704 -1.550
H 0.610 1.963 -0.888
H 2.152 -1.866 1.206
```

Calculated values
SMILES	C=N.CSS
Kohn-Sham gap	8.580	eV
relative energy (zero: lowest compared OMol25 entry of this formula, charge and spin)	121.4	kJ/mol
charge	0
total energy	-25346.7893	eV
E_HOMO	-8.3	eV



Entry 3:
This record from the Open Molecules 2025 dataset describes a cluster of 13 separate species, C46H95F2N14O14 in total in a non-equilibrium geometry. The level of theory is ωB97M-V/def2-TZVPD.

Geometry as XYZ:
```
171
C46H95F2N14O14 ωB97M-V/def2-TZVPD
C 12.899 3.966 10.276
C 11.961 5.213 9.965
F 12.629 6.219 9.276
N 10.723 4.765 9.233
C 10.772 3.778 8.243
C 9.583 3.301 7.544
C 8.279 3.889 7.920
C 7.018 3.324 7.177
O 7.099 2.363 6.464
O 5.811 3.962 7.389
C 5.304 3.568 8.697
C 4.272 4.676 9.125
N 4.265 5.766 8.455
C 8.251 4.937 8.939
C 9.515 5.346 9.578
F 9.420 6.310 10.514
H 13.293 3.478 9.350
H 13.763 4.338 10.892
H 12.263 3.272 10.899
H 11.587 5.552 10.974
H 11.739 3.298 7.941
H 9.600 2.497 6.766
H 6.090 3.538 9.506
H 4.859 2.541 8.630
H 3.545 4.497 9.956
H 3.534 6.392 8.816
H 7.277 5.401 9.258
C 1.551 0.803 5.836
C 2.545 1.657 6.575
O 2.294 2.163 7.665
N 3.760 1.866 6.000
C 4.251 1.364 4.734
H 0.634 0.728 6.414
H 1.315 1.254 4.872
H 1.955 -0.203 5.694
H 4.363 2.448 6.557
H 5.150 0.773 4.920
H 4.514 2.215 4.102
H 3.516 0.750 4.222
C -2.909 2.117 3.201
C -1.870 1.261 3.872
O -0.945 1.737 4.521
N -1.985 -0.087 3.737
C -3.002 -0.823 3.015
H -2.693 3.167 3.392
H -2.893 1.950 2.123
H -3.898 1.888 3.602
H -1.259 -0.606 4.210
H -3.511 -1.488 3.716
H -2.512 -1.428 2.247
H -3.732 -0.167 2.545
C -7.445 1.612 -0.077
C -6.406 0.756 0.594
O -5.482 1.237 1.243
N -6.517 -0.592 0.463
C -7.531 -1.340 -0.258
H -7.230 2.662 0.114
H -7.429 1.448 -1.153
H -8.434 1.382 0.327
H -5.789 -1.105 0.936
H -8.036 -2.004 0.446
H -7.035 -1.943 -1.023
H -8.264 -0.691 -0.730
C -5.105 0.541 -2.582
C -5.384 1.929 -3.100
O -6.369 2.579 -2.753
N -4.499 2.456 -3.980
C -3.288 1.848 -4.506
H -5.890 0.247 -1.891
H -5.088 -0.170 -3.410
H -4.152 0.524 -2.051
H -4.742 3.385 -4.288
H -2.442 2.488 -4.244
H -3.372 1.798 -5.586
H -3.120 0.851 -4.113
C -0.886 0.943 -7.833
C -2.175 0.176 -7.690
O -2.771 0.093 -6.622
N -2.677 -0.438 -8.798
C -2.122 -0.454 -10.135
H -0.613 1.374 -6.877
H -0.087 0.275 -8.152
H -1.011 1.753 -8.554
H -3.540 -0.933 -8.630
H -2.855 -0.023 -10.820
H -1.937 -1.492 -10.423
H -1.194 0.108 -10.202
C 2.909 2.386 -5.363
C 2.413 1.640 -6.575
O 1.373 1.948 -7.151
N 3.157 0.600 -7.023
C 4.404 0.088 -6.481
H 2.213 3.188 -5.123
H 2.970 1.711 -4.507
H 3.887 2.825 -5.568
H 2.767 0.148 -7.836
H 5.167 0.147 -7.262
H 4.255 -0.949 -6.210
H 4.737 0.643 -5.610
C 3.463 -2.270 -2.458
C 4.693 -2.203 -3.323
O 4.703 -1.619 -4.401
N 5.817 -2.818 -2.872
C 5.996 -3.552 -1.636
H 2.648 -1.737 -2.943
H 3.160 -3.311 -2.315
H 3.659 -1.799 -1.492
H 6.602 -2.735 -3.499
H 6.792 -3.074 -1.061
H 6.299 -4.572 -1.879
H 5.089 -3.580 -1.039
C -10.741 -3.331 3.841
C -9.490 -3.276 3.003
O -9.455 -2.697 1.925
N -8.379 -3.898 3.481
C -8.230 -4.627 4.724
H -11.539 -2.795 3.333
H -11.053 -4.368 3.980
H -10.565 -2.857 4.808
H -7.580 -3.822 2.871
H -7.444 -4.152 5.314
H -7.928 -5.650 4.492
H -9.150 -4.647 5.303
C 1.747 -6.789 -4.425
C 1.407 -5.604 -3.559
O 1.861 -5.468 -2.428
N 0.566 -4.668 -4.069
C -0.069 -4.651 -5.373
H 2.425 -7.448 -3.885
H 0.842 -7.348 -4.669
H 2.241 -6.455 -5.339
H 0.382 -3.905 -3.436
H 0.239 -3.742 -5.893
H -1.151 -4.627 -5.229
H 0.196 -5.515 -5.975
C -10.178 6.692 -4.152
C -8.942 6.768 -5.011
O -8.931 7.355 -6.085
N -7.817 6.156 -4.555
C -7.638 5.418 -3.317
H -10.992 7.223 -4.643
H -10.476 5.651 -4.015
H -9.992 7.161 -3.185
H -7.029 6.246 -5.178
H -6.846 5.901 -2.741
H -7.326 4.404 -3.562
H -8.546 5.382 -2.721
C 1.641 -2.454 7.904
C 1.151 -3.189 6.682
O 0.125 -2.868 6.099
N 1.891 -4.239 6.234
C 3.123 -4.763 6.787
H 0.953 -1.645 8.141
H 1.686 -3.132 8.757
H 2.627 -2.025 7.709
H 1.506 -4.685 5.415
H 3.899 -4.710 6.021
H 2.965 -5.809 7.057
H 3.448 -4.211 7.665
C 1.033 -6.282 -10.532
C 0.690 -5.098 -9.666
O 1.143 -4.964 -8.538
N -0.153 -4.161 -10.178
C -0.785 -4.147 -11.482
H 1.711 -6.940 -9.992
H 0.128 -6.842 -10.777
H 1.528 -5.948 -11.445
H -0.339 -3.397 -9.546
H -0.479 -3.239 -12.006
H -1.868 -4.126 -11.343
H -0.517 -5.013 -12.080
```

Calculated values
Kohn-Sham gap	4.024	eV
relative energy (zero: lowest compared OMol25 entry of this formula, charge and spin)	240.1	kJ/mol
charge	+1
total energy	-104199.3746	eV
E_HOMO	-9.5	eV



Entry 4:
This record from the Open Molecules 2025 dataset describes a structure of composition C20H44NO2P3Sc in a non-equilibrium geometry. The level of theory is ωB97M-V/def2-TZVPD.

Geometry as XYZ:
```
71
C20H44NO2P3Sc ωB97M-V/def2-TZVPD
Sc -1.429 0.904 -1.001
P -2.338 -1.564 -0.327
P 2.649 -0.139 2.035
P 0.430 -1.266 -2.025
H -1.606 5.182 -3.302
C -1.669 4.286 -3.895
C -2.762 3.536 -3.992
H -3.650 3.625 -3.366
C -3.938 -1.367 0.524
C -1.623 -2.812 0.822
C -2.805 -2.602 -1.774
C 4.404 0.025 2.314
C 1.656 -0.009 3.530
C 2.232 -1.797 1.451
C 0.049 -1.503 -3.802
C 0.856 -3.010 -1.556
C 2.173 -0.706 -2.112
H -0.794 4.092 -4.509
H -2.852 2.858 -4.850
H -4.433 -0.448 0.212
H -3.797 -1.330 1.606
H -4.591 -2.208 0.283
H -1.588 -2.377 1.828
H -0.605 -3.120 0.565
H -2.250 -3.715 0.863
H -3.134 -1.955 -2.600
H -3.646 -3.247 -1.483
H -1.974 -3.220 -2.141
H 4.777 -0.776 2.973
H 4.637 0.987 2.785
H 4.961 -0.025 1.370
H 1.897 -0.833 4.221
H 0.584 -0.078 3.287
H 1.832 0.939 4.052
H 3.063 -2.218 0.875
H 1.349 -1.690 0.807
H 1.983 -2.483 2.275
H 0.271 -2.543 -4.074
H 0.671 -0.807 -4.376
H -1.010 -1.296 -4.003
H 1.322 -3.489 -2.424
H -0.022 -3.589 -1.252
H 1.585 -2.997 -0.738
H 2.660 -1.073 -3.025
H 2.700 -1.121 -1.246
H 2.232 0.384 -2.064
C 0.588 2.213 -1.733
C 1.722 2.831 -2.268
C 1.835 2.811 -3.643
C 0.884 2.122 -4.428
C -0.331 1.702 -3.887
C -0.598 2.137 -2.568
O 0.577 1.524 -0.591
H 2.056 0.733 1.062
H 2.506 3.149 -1.571
H 2.727 3.228 -4.112
H 1.060 1.993 -5.509
H -1.101 1.239 -4.522
H -1.537 2.637 -2.239
C -0.915 2.391 3.456
N -2.246 1.874 3.117
C -3.239 1.814 4.193
C -2.607 1.455 1.924
O -1.829 1.450 0.907
H -0.986 3.411 3.861
H -0.299 2.400 2.560
H -0.486 1.767 4.253
H -3.558 2.825 4.469
H -4.114 1.266 3.826
H -2.838 1.308 5.086
H -3.631 1.068 1.820
```

Calculated values
Kohn-Sham gap	7.104	eV
relative energy (zero: lowest compared OMol25 entry of this formula, charge and spin)	88.8	kJ/mol
charge	+3
total energy	-75580.2231	eV
E_HOMO	-16.2	eV



Entry 5:
This record from the Open Molecules 2025 dataset describes a structure of composition C34H50ClN5Pd in a non-equilibrium geometry. The level of theory is ωB97M-V/def2-TZVPD.

Geometry as XYZ:
```
91
C34H50ClN5Pd ωB97M-V/def2-TZVPD
Pd 0.293 0.692 -0.321
Cl 2.182 1.020 -1.906
C -0.395 4.521 0.855
C -0.058 2.571 -0.157
N 0.402 3.388 0.801
H -2.046 5.097 -0.491
N -1.024 3.237 -0.810
H -0.230 5.278 1.598
C 1.504 3.035 1.759
C 1.919 4.315 2.442
C 1.050 2.026 2.805
H 1.120 4.703 3.084
H 2.788 4.100 3.073
H 2.209 5.065 1.697
H 3.509 2.240 1.714
H 3.064 3.199 0.267
H 0.626 1.122 2.352
C 2.702 2.481 1.007
H 0.286 2.458 3.457
H 1.911 1.726 3.421
H 2.457 1.562 0.462
C -1.274 4.434 -0.155
C -2.848 1.610 -1.376
H -3.565 2.069 -0.684
H -3.406 1.192 -2.229
C -1.852 2.647 -1.910
H -1.601 1.571 -3.751
C -2.579 3.790 -2.584
H -1.864 4.534 -2.957
H -2.342 0.778 -0.857
H -0.376 1.141 -2.551
H -3.297 4.266 -1.909
H -3.131 3.390 -3.442
C -0.969 1.976 -2.947
H -0.254 2.681 -3.374
C 2.846 -3.427 -1.261
N 2.386 -2.393 -0.457
H 1.946 -4.194 -3.139
N 1.037 -2.527 -2.119
H 3.707 -4.012 -0.981
C 3.131 -1.842 0.704
C 3.850 -2.987 1.394
C 4.159 -0.831 0.211
H 4.634 -3.411 0.757
H 4.332 -2.599 2.303
H 3.149 -3.777 1.694
H 2.780 -0.657 2.452
H 1.560 -1.915 2.199
H 3.675 -0.051 -0.396
C 2.192 -1.186 1.689
H 4.910 -1.338 -0.407
H 4.665 -0.354 1.066
H 1.532 -0.454 1.197
C 1.996 -3.516 -2.305
C 0.559 -1.136 -4.101
H 1.337 -1.605 -4.713
H -0.242 -0.782 -4.769
C -0.003 -2.157 -3.124
H -1.966 -1.302 -3.170
C -0.383 -3.410 -3.890
H -0.730 -4.198 -3.209
H 0.997 -0.274 -3.580
H -0.975 -0.734 -1.809
H 0.459 -3.772 -4.490
H -1.204 -3.163 -4.576
C -1.223 -1.610 -2.424
H -1.670 -2.358 -1.768
C 1.262 -1.881 -0.975
C -2.644 -4.489 0.238
C -1.281 -4.298 0.484
C -0.800 -3.036 0.782
C -1.660 -1.914 0.806
C -3.052 -2.137 0.608
C -3.525 -3.403 0.318
N -1.198 -0.631 1.059
C -1.673 -0.012 2.195
C -2.227 1.283 2.125
C -2.646 1.927 3.284
C -2.510 1.289 4.519
C -1.960 0.006 4.604
C -1.551 -0.656 3.454
H -3.025 -5.486 0.009
H -0.596 -5.145 0.438
H 0.248 -2.862 1.016
H -3.719 -1.274 0.690
H -4.590 -3.546 0.144
H -2.327 1.740 1.147
H -3.076 2.925 3.221
H -2.841 1.804 5.428
H -1.843 -0.490 5.564
H -1.125 -1.659 3.480
```

Calculated values
Kohn-Sham gap (spin up / spin down)	1.905 / 6.087	eV
charge	-2
⟨S²⟩	6.0263
total energy	-59518.0672	eV
E_HOMO (spin up / spin down)	2.4 / -3.4	eV
multiplicity	5



Entry 6:
This record from the Open Molecules 2025 dataset describes a cluster of 2 separate species, C6H10O in total. The level of theory is ωB97M-V/def2-TZVPD.

Geometry as XYZ:
```
17
C6H10O ωB97M-V/def2-TZVPD
C 2.547 -0.937 -0.422
C 0.501 0.273 0.752
C 0.062 1.518 -0.042
C -1.422 1.288 -0.212
C -1.798 0.072 0.180
C -0.619 -0.780 0.592
O -0.371 -1.798 -0.368
H 2.031 -0.774 -1.396
H 1.547 -0.065 0.477
H 2.156 -1.934 -0.131
H 0.609 0.526 1.813
H 0.567 1.605 -1.013
H 0.275 2.445 0.503
H -2.087 2.047 -0.617
H -2.806 -0.330 0.132
H -0.781 -1.324 1.526
H -0.397 -1.380 -1.240
```

Calculated values
Kohn-Sham gap	8.616	eV
relative energy (zero: lowest compared OMol25 entry of this formula, charge and spin)	472.2	kJ/mol
charge	0
total energy	-8426.3466	eV
E_HOMO	-9.0	eV



- What is the charge in the fourth record?
  +3



- total energy of number 4 (C20H44NO2P3Sc)?
  -75580.2231 eV



- Which of these has the highest total energy?
  C6H10O



- What is the formula in the first record?
  C12H47N3O10